Entry 1:
6
Properties=species:S:1:pos:R:3 method="wB97M-V/def2-TZVPD" homo_ev=-10.4 smiles=FC#CF.FCl de_lowest_kcal_mol=119.7
Cl -1.239 -0.257 2.087
F -0.604 -1.298 -2.178
F 0.251 -0.163 1.468
F 0.468 2.135 -1.718
C -0.085 0.995 -1.492
C -0.380 -0.115 -1.819



Entry 2:
64
Properties=species:S:1:pos:R:3 method="wB97M-V/def2-TZVPD" homo_ev="-14.2 / -15.0" charge=+2 s2=6.01 multiplicity=5 de_lowest_kcal_mol=8.4
Rh -0.307 -0.421 0.332
P -1.745 -1.168 -1.452
Si 0.593 -3.496 1.123
Si 1.133 -0.991 3.212
F 0.156 1.129 -0.883
O -2.083 0.443 1.362
N -2.980 2.066 2.632
N -2.285 -0.811 -4.176
N -3.259 -2.759 -3.099
N -4.155 -0.573 -2.638
N -1.462 2.607 0.978
C -3.243 3.446 3.008
C -1.220 -0.599 -3.153
C -2.163 1.680 1.648
C -3.390 -0.299 -1.427
C -1.258 -3.692 1.480
C 1.597 0.832 2.864
C -4.466 -1.991 -2.793
C 1.579 -4.693 2.170
C -0.565 -1.173 4.010
C 1.086 -1.663 1.406
C -2.647 -2.297 -4.295
C 1.000 -3.746 -0.724
C -3.566 -0.043 -3.816
C -2.351 -2.859 -1.966
C 2.416 -1.816 4.299
H -2.316 3.974 3.239
H -1.733 -2.850 -4.508
H -1.497 3.581 1.225
H 2.018 -1.402 0.889
H -3.857 3.452 3.903
H -3.296 1.004 -3.685
H -3.952 -0.624 -0.551
H -1.376 -1.042 3.295
H -1.665 -4.560 0.957
H -1.497 -3.490 -2.221
H 1.216 1.475 3.661
H -1.428 -3.852 2.546
H 1.318 -4.619 3.227
H -3.335 -2.391 -5.135
H 1.358 -5.714 1.849
H 1.200 1.194 1.910
H -0.674 -2.157 4.470
H -5.189 -2.117 -3.600
H 2.067 -3.938 -0.850
H -3.778 3.983 2.222
H 3.425 -1.743 3.893
H 0.755 -2.857 -1.311
H 2.682 0.937 2.828
H 0.462 -4.606 -1.132
H -0.324 -1.146 -3.451
H -0.836 2.316 0.236
H -0.683 -0.432 4.803
H 2.411 -1.325 5.276
H -0.956 0.459 -3.099
H -4.246 -0.146 -4.662
H -1.832 -2.806 1.191
H 2.186 -2.869 4.465
H -2.867 -3.329 -1.128
H -4.909 -2.367 -1.873
H -3.221 0.775 -1.322
H -1.945 -0.481 -5.082
H -3.513 1.333 3.068
H 2.654 -4.540 2.072



Entry 3:
12
Properties=species:S:1:pos:R:3 method="wB97M-V/def2-TZVPD" homo_ev=-8.6 de_lowest_kcal_mol=100.5
S 0.898 -1.286 -0.881
S 1.071 -3.701 1.031
C 0.185 1.021 0.448
C 0.439 -2.416 0.325
C -0.370 -0.085 -0.378
C -0.067 2.261 -0.175
H -0.910 2.436 -1.224
H -0.814 0.258 -1.375
H 0.828 0.575 1.464
H -0.397 -1.766 0.699
H -1.273 -0.735 0.086
H 0.409 3.438 -0.021



Entry 4:
38
Properties=species:S:1:pos:R:3 method="wB97M-V/def2-TZVPD" homo_ev="-4.2 / -4.9" charge=-1 s2=6.03 multiplicity=5 de_lowest_kcal_mol=0.0
Br -1.911 1.437 0.627
Co -1.435 -0.741 -0.463
S 1.151 -0.204 1.397
O 1.060 0.823 -2.216
O 1.519 -1.532 1.870
O 2.852 0.317 1.210
N 0.640 -0.185 -0.179
C -2.978 -0.427 -1.803
C -0.834 -1.274 -2.179
C -1.666 -0.084 -2.286
C -1.657 -2.337 -1.671
C -2.228 -2.759 1.082
C 4.194 3.570 0.543
C 1.281 0.746 -0.980
C -0.982 -2.402 1.697
C -3.193 -1.772 1.445
C -1.189 -1.230 2.453
C -2.545 -0.820 2.264
C 2.882 2.747 -1.363
C -2.967 -1.814 -1.457
C 2.302 1.772 -0.511
C 3.883 3.609 -0.847
C 2.939 1.554 0.678
C 3.649 2.552 1.304
H -0.546 -0.772 3.223
H 4.897 4.277 1.009
H 0.200 -1.421 -2.499
H 2.645 2.738 -2.454
H -0.073 -3.009 1.629
H 3.662 2.472 2.379
H 4.457 4.275 -1.506
H -2.409 -3.745 0.636
H -4.272 -1.792 1.245
H -3.842 -2.393 -1.160
H -2.974 0.049 2.767
H -1.334 -3.381 -1.586
H -3.820 0.253 -1.669
H -1.357 0.905 -2.627



Entry 5:
10
Properties=species:S:1:pos:R:3 method="wB97M-V/def2-TZVPD" homo_ev="-8.0 / -8.8" de_lowest_kcal_mol=85.1
I -2.290 -1.380 -0.225
I -1.950 2.313 -0.140
I 2.659 1.408 -0.173
O 0.026 -1.743 0.927
C -1.556 0.396 -0.768
C 1.311 0.167 0.808
C 0.850 -1.023 0.354
H -1.124 0.515 -1.675
H 1.005 0.564 1.653
H 1.070 -1.217 -0.761



Entry 6:
15
Properties=species:S:1:pos:R:3 method="wB97M-V/def2-TZVPD" homo_ev="-7.0 / -7.0" de_lowest_kcal_mol=115.7
O 0.954 0.256 1.619
N -0.396 0.694 2.059
N 2.074 0.295 -0.355
C -1.298 -1.048 0.025
C -0.329 0.044 -0.370
C -0.528 0.780 -1.462
C 0.936 0.197 0.357
H -1.400 0.592 -2.078
H -0.490 0.071 2.865
H -1.458 -1.637 -0.885
H -2.245 -0.619 0.361
H 0.126 1.604 -1.734
H 2.015 0.072 -1.335
H 2.964 0.395 0.110
H -0.924 -1.698 0.822